(1)
This record from the Open Molecules 2025 dataset describes a 2-piece molecular cluster, C2H5N2 overall in a non-equilibrium geometry. The level of theory is ωB97M-V/def2-TZVPD.

Structure (XYZ):
```
9
Properties=species:S:1:pos:R:3:forces:R:3
C -0.936 1.419 0.836 -0.17 -0.28 0.79
C 1.342 -1.730 -0.318 2.05 -0.15 -0.29
N -0.090 0.848 0.098 2.18 -0.14 0.13
N -1.436 1.166 -0.364 -2.33 -0.40 -1.36
H -1.256 1.791 1.782 0.28 0.28 0.63
H 1.336 -1.392 0.710 0.60 -0.05 -0.11
H 0.424 -1.988 -0.713 -1.97 -0.44 -0.79
H 2.224 -2.012 -0.985 -1.01 0.93 1.38
H -1.608 1.899 -1.045 0.38 0.25 -0.36
```
Positions in Å, forces in eV/Å.

Properties
- Kohn-Sham gap (alpha / beta) (eV) = 8.71 / 4.46
- M (u) = 57.08
- E_LUMO (alpha / beta) (eV) = -6.39 / -8.67
- net charge = +1

(2)
This record from the Open Molecules 2025 dataset describes a 2-piece molecular cluster, C6H13NO overall in a non-equilibrium geometry. The level of theory is ωB97M-V/def2-TZVPD.

Structure (XYZ):
```
21
Properties=species:S:1:pos:R:3:forces:R:3
C 0.726 1.599 2.107 -1.46 -0.18 -0.67
N 0.929 0.780 0.884 0.74 0.84 2.15
C 0.329 -0.457 0.637 1.00 0.00 -3.25
C 0.800 -1.060 -0.497 1.17 0.86 0.93
C 0.006 -1.770 -1.473 -2.62 -0.16 0.85
C -0.319 -3.060 -1.588 0.57 1.52 0.18
C -0.955 -0.842 1.228 -0.16 -0.14 1.68
H 0.207 2.538 1.781 0.34 -0.63 0.54
H 1.675 1.885 2.556 -0.02 -0.19 0.17
H 0.054 1.080 2.841 0.80 0.54 -0.53
H 1.919 0.818 0.649 -0.59 -0.28 -0.38
H 1.641 -0.528 -0.954 0.03 -0.15 0.15
H -0.764 -1.062 -1.858 0.77 -0.39 -0.83
H -1.150 -3.204 -2.271 0.21 -1.07 0.24
H 0.220 -3.728 -0.923 -0.34 -0.66 -0.60
H -1.161 -1.874 0.979 0.16 -0.34 0.05
H -0.823 -0.786 2.363 -0.97 0.14 -1.43
H -1.811 -0.305 0.775 0.40 0.32 0.76
H -0.318 3.657 -0.888 -0.05 0.03 0.14
H -1.818 3.569 -1.259 0.41 -0.03 0.00
O -0.927 3.322 -1.549 -0.38 -0.02 -0.14
```
Positions in Å, forces in eV/Å.

Properties
- Kohn-Sham gap (eV) = 8.07
- M (u) = 115.18
- SMILES = C=C/C=C(\C)NC.O
- E_LUMO (eV) = 0.72
- net charge = 0

(3)
This record from the Open Molecules 2025 dataset describes a 8-piece molecular cluster, C20H61N5O8 overall in a non-equilibrium geometry. The level of theory is ωB97M-V/def2-TZVPD.

Structure (XYZ):
```
94
Properties=species:S:1:pos:R:3:forces:R:3
C -2.014 -1.301 1.873 0.70 -0.40 -0.03
C -0.612 -0.657 1.544 0.82 0.20 0.12
C 0.123 -1.272 0.329 1.11 -0.32 -1.43
O 1.558 -0.886 0.130 -0.91 -1.00 0.48
C 2.422 -1.937 -0.457 -1.65 0.40 0.78
N -0.700 0.788 1.315 -1.85 0.42 -0.20
H -2.180 -1.315 2.950 0.05 0.43 0.05
H -2.054 -2.359 1.614 0.44 -0.13 -0.24
H -2.921 -0.920 1.402 0.35 0.65 -0.27
H -0.036 -0.649 2.468 0.32 -0.98 -0.07
H -0.408 -0.910 -0.551 -0.11 0.62 -0.20
H 0.011 -2.333 0.107 0.21 -0.47 1.07
H 1.978 -2.351 -1.362 0.18 0.52 -0.42
H 2.483 -2.807 0.197 0.16 0.09 0.50
H 3.414 -1.513 -0.610 -0.31 0.09 -0.15
H 0.148 1.284 1.080 0.46 -0.60 0.08
H -1.317 0.899 0.524 -0.07 0.38 -0.34
C 0.047 2.224 -1.848 1.10 -0.14 -0.18
C 0.393 3.605 -2.462 -1.16 -0.30 0.32
C 1.902 3.868 -2.576 0.17 -1.75 1.85
O 2.483 3.464 -1.285 -0.24 -0.17 -1.11
C 2.256 4.443 -0.327 0.23 0.66 0.02
N -0.336 3.674 -3.725 0.36 -0.02 -0.48
H 0.607 1.442 -2.362 -0.17 -0.15 -0.19
H -1.020 2.015 -1.930 -0.02 0.14 -0.13
H 0.345 2.128 -0.804 -0.01 0.30 0.00
H -0.042 4.267 -1.713 0.11 0.76 -0.20
H 2.269 4.884 -2.718 -0.55 0.21 -0.57
H 2.335 3.157 -3.280 0.03 0.24 -0.23
H 1.201 4.670 -0.171 -0.21 -0.27 0.30
H 2.685 5.377 -0.689 0.27 0.44 0.17
H 2.745 4.173 0.609 -0.10 -0.15 -0.06
H -1.332 3.808 -3.632 0.16 0.06 0.09
H 0.039 4.234 -4.477 0.07 0.16 0.32
C 7.701 0.514 -0.671 0.06 0.19 -0.81
C 7.682 -1.045 -0.709 -0.54 2.50 -2.19
C 9.080 -1.614 -0.683 -0.12 -0.17 0.92
O 9.940 -1.052 -1.700 -0.90 -0.02 1.05
C 11.244 -1.528 -1.531 0.38 -0.38 0.75
N 6.680 -1.572 0.155 0.50 -1.57 0.76
H 7.938 1.050 0.248 0.43 -0.54 0.36
H 6.724 0.917 -0.937 -0.31 -0.34 -0.04
H 8.344 0.872 -1.474 0.29 0.13 0.14
H 7.373 -1.237 -1.736 -0.42 -0.14 -0.18
H 9.065 -2.702 -0.753 -0.08 -0.20 -0.33
H 9.381 -1.408 0.344 1.13 0.24 0.17
H 11.687 -1.283 -0.566 -0.19 0.57 0.44
H 11.942 -1.116 -2.261 -0.45 -0.22 -0.38
H 11.236 -2.616 -1.473 0.19 -0.34 -0.71
H 5.770 -1.149 0.043 0.23 0.10 -0.02
H 6.963 -1.600 1.124 -0.19 0.21 0.08
C -5.710 2.304 3.106 -1.92 -1.03 -0.74
C -5.445 1.673 4.426 1.09 -0.45 0.55
C -4.759 0.339 4.228 0.65 -1.03 -0.09
O -5.737 -0.629 3.953 -1.51 -0.85 0.39
C -5.286 -1.911 3.560 1.05 0.62 -0.35
N -4.534 2.588 5.098 0.64 0.12 0.23
H -4.853 2.186 2.443 0.22 0.74 0.24
H -6.080 3.303 3.337 0.17 0.24 -0.79
H -6.498 1.741 2.607 -0.35 0.16 -0.25
H -6.296 1.555 5.097 -0.41 -0.23 -0.48
H -4.092 0.037 5.035 -0.43 -0.02 0.98
H -4.008 0.330 3.438 -0.15 0.63 -0.76
H -4.448 -2.232 4.179 0.27 0.00 0.09
H -4.949 -1.819 2.528 0.30 -0.31 -0.20
H -5.999 -2.735 3.590 -0.67 0.64 0.28
H -4.705 3.439 4.583 0.23 0.68 0.60
H -3.636 2.330 4.715 0.81 0.06 0.26
C -6.098 -0.268 -0.170 1.11 -1.13 0.11
C -6.477 -1.506 -1.063 0.62 0.39 1.60
C -5.309 -2.525 -1.124 0.30 0.89 0.80
O -4.129 -1.834 -1.448 0.20 0.51 0.22
C -3.640 -1.764 -2.751 0.49 -0.83 -0.45
N -7.640 -2.185 -0.402 -0.14 0.48 -1.24
H -5.068 0.056 -0.313 -0.06 0.20 -0.57
H -6.030 -0.670 0.841 -0.38 0.18 0.39
H -6.749 0.607 -0.181 -0.27 -0.32 -0.25
H -6.570 -1.124 -2.079 -1.00 -0.36 -0.12
H -5.493 -3.423 -1.712 -0.24 0.20 -0.50
H -5.060 -2.892 -0.128 -0.53 -0.11 0.36
H -3.249 -2.745 -3.022 0.36 -0.16 -0.18
H -2.820 -1.046 -2.737 -0.07 -0.03 -0.14
H -4.327 -1.526 -3.564 -0.55 0.43 0.25
H -8.485 -1.706 -0.679 -0.34 -0.11 -0.56
H -7.638 -1.924 0.574 0.56 -0.20 0.36
O 2.947 -2.301 -4.183 -0.31 -0.22 0.36
H 2.462 -1.978 -4.941 -0.43 0.22 -0.36
H 3.805 -1.882 -4.250 0.49 0.21 -0.03
O 4.396 -4.164 -2.947 0.62 -0.35 0.48
H 3.546 -3.725 -2.975 -0.40 0.36 -0.35
H 4.196 -5.086 -3.109 -0.02 -0.22 -0.06
O -1.796 1.996 3.569 -0.66 0.46 1.24
H -1.617 1.650 2.695 0.60 -0.62 -1.02
H -1.342 2.838 3.592 0.13 0.18 0.05
```
Positions in Å, forces in eV/Å.

Properties
- Kohn-Sham gap (alpha / beta) (eV) = 1.83 / 9.13
- M (u) = 499.74
- ⟨S²⟩ = 0.750
- E_LUMO (alpha / beta) (eV) = 2.44 / 2.39
- 2S+1 = 2
- net charge = -1

(4)
This record from the Open Molecules 2025 dataset describes C7H9P as an isolated structure in a non-equilibrium geometry. The level of theory is ωB97M-V/def2-TZVPD.

Structure (XYZ):
```
17
Properties=species:S:1:pos:R:3:forces:R:3
C 1.703 -1.436 -0.245 0.50 2.81 1.33
C 2.878 -0.795 -0.071 -0.99 0.36 -0.35
C 0.561 -0.522 -0.084 -1.50 -2.84 0.26
C 0.825 0.739 0.070 -1.39 3.68 -0.81
C -0.896 -0.860 0.038 -1.69 -0.45 1.51
C -0.835 1.695 0.007 4.21 -4.02 -1.50
C -1.644 0.509 -0.460 -1.50 -2.56 -0.68
P 2.643 0.999 -0.096 -0.77 0.72 1.01
H 1.793 -2.463 -0.201 -0.86 -2.21 -0.42
H 3.755 -1.385 -0.119 1.13 0.03 0.07
H -1.136 -1.802 -0.488 -0.25 0.74 -0.41
H -1.229 -1.209 1.160 0.98 1.31 -2.31
H -0.941 2.145 0.920 -0.67 0.84 2.25
H -0.584 2.357 -0.764 -0.10 1.26 -0.95
H -1.646 0.461 -1.605 0.25 0.16 1.53
H -2.779 0.445 -0.215 1.97 0.47 0.05
H 2.613 1.341 1.319 0.68 -0.31 -0.57
```
Positions in Å, forces in eV/Å.

Properties
- Kohn-Sham gap (eV) = 9.64
- M (u) = 124.12
- E_LUMO (eV) = 1.00
- net charge = 0